[1]
# C5H12NO

An isolated ion of composition C5H12NO and charge -1 in a non-equilibrium geometry (ωB97M-V/def2-TZVPD, the Open Molecules 2025 dataset).

XYZ file:
```
19
C5H12NO ωB97M-V/def2-TZVPD
O -0.012 0.801 2.840
N -1.690 0.064 1.049
C 0.896 -0.691 -0.683
C 0.501 1.303 1.704
C -0.092 0.601 -0.736
C -0.645 1.004 0.583
C 0.386 -1.798 -1.708
H -1.057 0.131 -1.275
H 1.555 1.045 1.321
H 0.387 -1.234 -2.691
H -1.368 -0.900 0.828
H -1.271 1.990 0.509
H 1.820 -0.258 -1.087
H 0.559 2.444 1.826
H -1.576 0.132 2.087
H 1.057 -0.943 0.366
H -0.712 -2.192 -1.815
H 0.824 -2.786 -1.633
H 0.436 1.286 -1.486
```

Multiplicity: 1
Structure (SMILES): CCC[C@@H](N)C[O-]
Kohn-Sham gap (eV): 6.25
Energy above the lowest of the compared OMol25 structures with the same formula, charge and spin (eV): 1.935
Charge: -1

---

[2]
# H26O13

A 13-piece molecular cluster, H26O13 overall in a non-equilibrium geometry (ωB97M-V/def2-TZVPD, the Open Molecules 2025 dataset).

XYZ file:
```
39
H26O13 ωB97M-V/def2-TZVPD
O 26.906 14.650 6.762
O 26.435 14.760 3.937
O 28.677 12.525 3.163
O 26.731 12.402 5.220
O 29.256 14.451 4.922
O 25.777 11.192 2.943
O 24.060 14.294 5.778
O 26.703 13.040 1.208
O 26.627 10.212 7.172
O 29.342 13.964 8.046
O 27.671 9.495 4.760
O 28.999 11.815 6.466
O 24.300 11.236 5.668
H 29.332 13.364 7.278
H 27.269 13.019 1.954
H 25.132 11.654 5.528
H 26.100 14.470 6.315
H 28.976 11.037 6.974
H 29.344 13.067 2.697
H 29.240 11.787 3.296
H 24.916 10.715 2.750
H 24.139 11.227 6.641
H 26.816 12.031 4.318
H 29.607 14.784 7.667
H 26.514 10.674 2.587
H 26.670 11.127 7.620
H 26.782 14.039 4.448
H 28.834 14.460 5.787
H 24.332 13.695 5.089
H 27.547 12.211 5.637
H 27.132 9.724 5.495
H 26.201 12.246 1.384
H 23.982 13.759 6.575
H 27.408 9.856 7.621
H 29.924 11.899 6.385
H 26.906 14.029 7.466
H 28.949 13.658 4.466
H 28.532 9.295 5.133
H 25.633 14.434 3.509
```

Multiplicity: 1
Kohn-Sham gap (eV): 9.18
Energy above the lowest of the compared OMol25 structures with the same formula, charge and spin (eV): 3.221

---

[3]
# C4H10O3

A 2-piece molecular cluster, C4H10O3 overall (ωB97M-V/def2-TZVPD, the Open Molecules 2025 dataset).

XYZ file:
```
17
C4H10O3 ωB97M-V/def2-TZVPD
O 0.323 0.263 1.629
O -1.461 -1.745 -0.565
O 0.487 -1.084 -2.193
C -0.258 -1.351 0.034
C 0.258 1.589 2.117
C 0.163 0.038 0.241
C 0.877 -1.098 -0.861
H -0.044 1.539 3.173
H -0.525 1.369 -2.040
H -0.403 -1.496 -2.202
H 1.237 2.075 2.060
H 0.026 -1.888 0.934
H -2.064 -1.005 -0.424
H 0.028 1.093 -2.448
H -0.488 2.214 1.598
H 1.897 -1.449 -0.748
H -0.053 0.938 -0.306
```

Multiplicity: 1
Structure (SMILES): CO[C@H]1[C@H](O)[C@@H]1O.[H][H]
Kohn-Sham gap (eV): 8.97
Energy above the lowest of the compared OMol25 structures with the same formula, charge and spin (eV): 4.885

---

[4]
# C12H30AlN3O7

C12H30AlN3O7 as an isolated structure in a non-equilibrium geometry (ωB97M-V/def2-TZVPD, the Open Molecules 2025 dataset).

XYZ file:
```
53
C12H30AlN3O7 ωB97M-V/def2-TZVPD
Al 0.419 0.274 -0.084
O -2.056 1.845 0.043
O 2.615 0.868 1.830
O 2.794 4.390 -0.291
O 1.158 3.126 0.154
O 2.721 2.296 -0.916
O -4.264 -2.885 0.738
O 2.212 -0.339 -2.499
N 2.282 3.285 -0.378
N -2.288 -0.979 0.242
N 2.856 -1.465 0.238
C 2.533 1.975 2.796
C -2.304 3.260 0.241
C -3.003 -0.957 1.539
C -3.137 1.241 -0.502
C 3.342 -1.239 -2.269
C 2.463 0.400 -3.678
C -4.362 -1.626 1.343
C 3.110 -2.152 -1.081
C 3.774 0.045 1.891
C -2.877 -0.218 -0.861
C -5.503 -3.472 0.356
C 4.062 -0.708 0.595
H 3.407 2.601 2.610
H -3.241 3.433 0.769
H 3.502 -1.933 -3.094
H -2.466 -1.926 -0.062
H 4.666 0.623 2.131
H 2.349 -2.859 -1.413
H 3.319 1.065 -3.567
H -3.406 1.679 -1.463
H -5.053 -0.969 0.815
H 4.859 -1.426 0.785
H 1.643 2.583 2.633
H -3.098 -0.018 2.085
H -5.350 -4.481 -0.026
H -6.176 -3.404 1.210
H -6.045 -2.899 -0.397
H 1.553 0.984 -3.819
H -2.308 -0.281 -1.788
H 4.273 -0.677 -2.197
H -2.418 3.836 -0.677
H -3.788 -0.748 -1.140
H 4.092 -2.624 -1.057
H 2.544 1.634 3.832
H -4.047 1.419 0.071
H 2.744 -2.209 0.912
H 3.676 -0.555 2.795
H -2.402 -1.623 2.158
H 2.721 -0.309 -4.465
H -4.837 -1.713 2.321
H -1.549 3.826 0.787
H 4.288 0.006 -0.197
```

Multiplicity: 1
Kohn-Sham gap (eV): 3.56
Energy above the lowest of the compared OMol25 structures with the same formula, charge and spin (eV): 2.828
Charge: +2

---

[5]
# C5H8O2S

The molecule C5H8O2S in a non-equilibrium geometry (ωB97M-V/def2-TZVPD, the Open Molecules 2025 dataset).

XYZ file:
```
16
C5H8O2S ωB97M-V/def2-TZVPD
S 0.773 2.119 1.809
O -0.724 -0.021 1.929
O 2.570 -0.637 0.211
C 1.816 0.143 -0.646
C -0.634 -0.272 -0.909
C 0.134 0.714 1.237
C -2.115 -0.310 -0.670
C 0.356 0.206 -0.171
H 2.280 -1.506 0.338
H -2.353 0.237 0.242
H 2.296 1.107 -0.570
H -0.334 -0.814 -1.800
H 1.889 -0.152 -1.713
H -0.760 0.443 2.770
H -2.699 0.060 -1.530
H -2.497 -1.320 -0.527
```

Multiplicity: 1
Structure (SMILES): C/C=C(/CO)C(O)=S
Kohn-Sham gap (eV): 8.96
Energy above the lowest of the compared OMol25 structures with the same formula, charge and spin (eV): 1.137

---

[6]
# C4H8N2O8

The molecule C4H8N2O8 in a non-equilibrium geometry (ωB97M-V/def2-TZVPD, the Open Molecules 2025 dataset).

XYZ file:
```
22
C4H8N2O8 ωB97M-V/def2-TZVPD
O -1.289 0.162 0.731
O 2.152 -0.362 -0.057
O -2.034 1.195 -1.652
O -2.102 -1.886 0.081
O -3.147 -0.792 1.579
O 1.085 2.006 -1.176
O -1.142 0.435 -3.453
O -0.402 -0.246 -1.627
N -1.243 0.563 -2.285
N -2.234 -0.991 0.860
C 0.906 -0.892 0.252
C 1.008 -1.073 1.825
C 0.361 1.561 -0.097
C -0.200 0.092 -0.049
H -0.555 2.133 0.079
H 0.866 -2.149 2.045
H 2.096 -0.394 -1.024
H 1.951 -0.727 2.025
H 0.703 -1.960 -0.152
H 2.072 1.883 -0.966
H 0.291 -0.346 2.208
H 0.858 1.789 0.854
```

Multiplicity: 1
Structure (SMILES): C[C@H](O)C(CO)(O[N+](=O)[O-])O[N+](=O)[O-]
Kohn-Sham gap (eV): 10.47
Energy above the lowest of the compared OMol25 structures with the same formula, charge and spin (eV): 1.826

---

- Among the records above, which one has the lowest energy above the lowest of the compared OMol25 structures with the same formula, charge and spin?
  C5H8O2S

---

- What is the formula in the sixth record?
  C4H8N2O8